Entry from OMol25: 3 unconnected molecules or ions with the total composition H5O2S (ωB97M-V with the def2-TZVPD basis set).

Calculated values
Strongest force on any atom = 3.66 eV/A
Net charge = -1
Relative energy (zero: lowest compared OMol25 entry of this formula, charge and spin) = 0.949 eV
Total energy = -15012.1704 eV
Frontier orbital gap = 6.9 eV

```
8
Properties=species:S:1:pos:R:3:forces:R:3:lowdin_charge:R:1
S 0.629 -1.404 -1.560 -1.2 -0.2 1.3 -0.3107
H -0.387 -1.636 -0.595 1.1 0.2 -1.0 -0.4219
H 1.448 -0.241 0.794 2.5 2.6 0.5 0.0302
H 2.205 1.197 0.498 -0.4 -1.4 0.7 0.0221
O 2.156 0.477 1.178 -2.1 -1.3 -1.4 -0.2184
H -1.958 -0.087 -0.649 0.5 1.8 0.7 0.0182
H -2.171 0.834 0.636 0.2 -0.3 -0.6 0.0188
O -1.922 0.860 -0.303 -0.6 -1.4 -0.2 -0.1382
```
Forces are in eV/Å.

***

Entry from OMol25: C6H8 in the gas phase (ωB97M-V with the def2-TZVPD basis set).

Calculated values
Strongest force on any atom = 3.75 eV/A
Relative energy (zero: lowest compared OMol25 entry of this formula, charge and spin) = 3.771 eV
Total energy = -6347.0126 eV
SMILES = C#CCC1CC1
Frontier orbital gap = 10.0 eV

```
14
Properties=species:S:1:pos:R:3:forces:R:3:lowdin_charge:R:1
C -0.576 1.401 2.527 -1.1 0.4 -0.5 0.0751
C -0.839 0.617 1.628 -0.8 1.2 0.4 -0.2175
C -0.617 -0.500 0.765 0.9 0.0 0.8 -0.1579
C -0.378 -0.259 -0.730 0.1 0.1 0.3 -0.2963
C 0.708 -1.020 -1.439 0.1 -0.2 0.0 -0.1284
C 0.855 0.456 -1.190 0.1 0.2 0.0 -0.1271
H -1.006 2.250 2.984 0.2 0.5 0.6 0.0127
H 0.264 -0.377 1.612 -0.1 -2.5 -2.7 0.1755
H -1.293 -1.361 0.920 0.6 0.4 0.3 0.1261
H -1.276 -0.067 -1.330 0.2 -0.1 0.5 0.1388
H 0.545 -1.357 -2.461 0.0 0.1 0.3 0.0974
H 1.290 -1.699 -0.825 0.0 0.1 -0.1 0.1000
H 1.546 0.788 -0.422 0.0 -0.1 -0.1 0.1024
H 0.775 1.128 -2.040 0.0 -0.1 0.2 0.0992
```
Forces are in eV/Å.

***

Entry from OMol25: a molecular structure, C8H11NS (ωB97M-V with the def2-TZVPD basis set).

Calculated values
Strongest force on any atom = 5.34 eV/A
Relative energy (zero: lowest compared OMol25 entry of this formula, charge and spin) = 4.948 eV
Total energy = -20794.0542 eV
Frontier orbital gap (spin up / spin down) = 7.7 / 7.7 eV

```
21
Properties=species:S:1:pos:R:3:forces:R:3:lowdin_charge:R:1
C 3.256 -0.086 -0.740 1.8 1.6 -1.4 -0.1169
C 2.432 -0.022 1.349 -0.9 -1.1 1.1 -0.1333
C 3.899 1.109 -0.458 0.6 1.8 -1.0 -0.1504
C 3.089 1.179 1.563 -3.0 -0.5 3.4 -0.1832
C 2.497 -0.704 0.201 -1.8 -3.8 -3.4 -0.1673
C -1.615 -0.470 -1.774 1.1 0.6 1.7 -0.3433
C -1.256 -0.316 0.831 -1.8 0.7 2.8 -0.5529
C -2.621 -1.009 1.274 1.4 -1.9 -3.4 -0.1496
N 3.769 1.783 0.676 1.7 1.0 -1.0 0.0578
S -0.503 -0.090 -0.587 -1.5 -0.4 -1.6 0.9147
H 3.421 -0.263 -1.761 -0.3 -1.4 -1.2 0.0853
H 1.717 -0.515 1.942 -0.6 0.3 2.0 0.0837
H 4.455 1.749 -1.210 -0.6 -1.5 0.5 0.1270
H 2.786 1.694 2.508 0.8 -0.2 -0.7 0.1239
H -2.569 -0.571 -1.360 -1.5 -0.1 0.4 -0.0343
H -1.505 -0.887 -2.724 1.0 -0.4 -1.3 -0.0205
H -1.059 0.523 1.541 0.6 -0.9 -0.4 0.0496
H -2.525 -1.645 2.159 0.0 1.2 0.6 0.0553
H -2.837 -1.897 0.556 0.3 1.6 0.5 0.0816
H -3.475 -0.333 1.156 0.2 -0.2 0.7 0.0641
H 1.736 -1.815 -0.186 2.7 3.8 1.8 0.2084
```
Forces are in eV/Å.

***

Entry from OMol25: a molecular structure, C21H16N4S5Zr (ωB97M-V with the def2-TZVPD basis set).

Calculated values
Strongest force on any atom = 0.79 eV/A
Net charge = +2
Relative energy (zero: lowest compared OMol25 entry of this formula, charge and spin) = 0.219 eV
Total energy = -83440.9376 eV
Frontier orbital gap = 7.2 eV

```
47
Properties=species:S:1:pos:R:3:forces:R:3:lowdin_charge:R:1
Zr 0.094 -1.187 -0.079 -0.7 -0.3 -0.1 1.1335
S -0.614 -3.278 -1.196 0.0 0.2 0.1 0.6184
C 1.114 -3.248 -1.445 0.1 -0.1 -0.1 -1.0828
N 1.789 -2.160 -1.068 0.1 -0.1 -0.1 -0.1927
C 3.143 -2.261 -1.381 0.3 -0.1 0.0 -0.3029
C 4.118 -1.294 -1.148 0.0 -0.1 0.0 -0.0127
C 5.415 -1.578 -1.528 0.0 0.1 0.0 -0.0482
C 5.744 -2.796 -2.128 0.0 0.0 0.0 -0.0442
C 4.784 -3.761 -2.367 0.0 0.0 0.0 -0.0532
C 3.478 -3.478 -1.986 -0.1 0.2 0.1 -0.4321
S 2.056 -4.477 -2.163 -0.1 0.2 0.1 1.1556
H 3.865 -0.342 -0.697 0.0 0.0 0.0 0.1139
H 6.190 -0.843 -1.363 0.0 0.0 0.0 0.1194
H 6.769 -2.986 -2.414 0.0 0.0 0.0 0.1224
H 5.040 -4.701 -2.835 0.0 0.0 0.0 0.1247
C 0.173 -2.334 6.299 0.0 0.0 0.1 -0.0093
C 0.228 -2.125 4.826 0.0 0.0 -0.2 -0.2079
C -0.772 -2.606 3.977 0.1 0.0 0.0 0.0281
C -0.679 -2.398 2.621 0.0 0.0 0.1 -0.1261
N 0.346 -1.719 2.063 0.1 0.1 0.1 -0.1502
C 1.321 -1.254 2.873 0.0 0.0 0.1 -0.0926
C 1.297 -1.441 4.234 0.0 0.0 -0.1 0.0195
H -0.770 -2.777 6.610 0.0 0.0 0.0 0.0932
H 0.314 -1.389 6.824 0.0 0.0 0.0 0.1049
H 0.985 -2.997 6.606 0.0 0.0 0.0 0.1098
H -1.619 -3.149 4.373 0.0 0.0 0.0 0.1357
H -1.444 -2.773 1.950 0.0 0.0 0.0 0.1033
H 2.140 -0.722 2.400 0.0 0.0 0.0 0.1245
H 2.104 -1.052 4.838 0.0 0.0 0.0 0.1369
S -0.966 2.165 -4.637 -0.3 0.1 0.1 1.0415
C -1.790 2.399 -3.384 0.5 -0.2 -0.4 -0.6492
S -0.056 0.883 -1.484 0.1 0.0 0.1 0.5225
C -1.747 0.864 -0.986 -0.1 0.1 0.1 -1.1703
N -2.708 1.635 -1.347 -0.1 -0.4 -0.1 0.0390
N -2.481 2.602 -2.345 0.1 0.2 0.1 -0.0907
C -3.240 3.833 -2.218 -0.1 0.2 0.1 -0.1874
C -3.421 4.357 -0.949 0.0 0.0 -0.1 -0.0042
C -4.139 5.535 -0.829 0.0 0.0 0.0 -0.0432
C -4.647 6.163 -1.958 0.0 0.0 0.0 -0.0444
C -4.452 5.615 -3.218 0.0 0.0 0.0 -0.0426
C -3.744 4.431 -3.360 0.0 0.0 0.0 -0.0130
S -2.209 -0.327 0.232 0.1 0.0 0.0 0.5599
H -3.023 3.852 -0.080 0.0 0.0 0.0 0.1179
H -4.300 5.963 0.151 0.0 0.0 0.0 0.1190
H -5.206 7.083 -1.854 0.0 0.0 0.0 0.1198
H -4.864 6.098 -4.093 0.0 0.0 0.0 0.1205
H -3.616 3.976 -4.336 0.0 0.0 0.0 0.1157
```
Forces are in eV/Å.

***

Entry from OMol25: 3 unconnected molecules or ions with the total composition C3H7N5 (ωB97M-V with the def2-TZVPD basis set).

Calculated values
Strongest force on any atom = 5.21 eV/A
Relative energy (zero: lowest compared OMol25 entry of this formula, charge and spin) = 8.904 eV
Total energy = -10666.0971 eV
Frontier orbital gap = 8.1 eV

```
15
Properties=species:S:1:pos:R:3:forces:R:3:lowdin_charge:R:1
C -0.386 1.062 0.621 0.1 -1.3 1.7 -0.3174
C -0.537 -0.216 1.031 -0.1 -1.9 2.8 -0.0202
C 0.037 -1.054 0.038 -2.1 -3.5 -3.1 -0.4951
H -0.836 2.178 2.358 -0.6 -2.0 2.6 0.0591
H -0.133 2.873 1.331 -0.7 0.3 -1.1 0.1063
H -0.886 -0.716 2.049 0.6 1.8 -2.3 0.1551
H -0.556 -2.841 0.622 2.4 1.2 -2.9 0.1183
H 2.332 -0.483 -1.773 -3.9 -1.2 -1.6 0.1551
H 0.289 -2.296 -2.075 1.6 3.5 1.1 0.2834
H 0.125 1.658 -1.339 -0.4 1.0 -0.4 0.1170
N -0.869 2.145 1.392 2.5 2.3 -3.9 0.1122
N 0.070 -2.356 -0.227 -2.0 -0.3 3.7 0.0039
N 0.134 -0.290 -1.106 1.9 0.8 -1.1 -0.3098
N 0.843 -0.705 -2.320 1.7 -1.0 4.0 -0.0559
N 0.373 1.041 -0.602 -1.1 0.2 0.7 0.0880
```
Forces are in eV/Å.

***

Entry from OMol25: a molecular structure, C30H35Br2N5O3STc (ωB97M-V with the def2-TZVPD basis set).

Calculated values
Strongest force on any atom = 0.32 eV/A
Spin multiplicity = 4
Relative energy (zero: lowest compared OMol25 entry of this formula, charge and spin) = 0.000 eV
Total energy = -198390.0764 eV
Frontier orbital gap (spin up / spin down) = 4.9 / 7.2 eV
<S²> = 3.8110

```
77
Properties=species:S:1:pos:R:3:forces:R:3:lowdin_charge:R:1
Tc -0.677 1.160 -0.212 0.0 -0.1 0.1 1.3343
C -4.345 -2.466 0.068 0.0 0.0 0.0 -0.0714
C -3.201 -3.157 0.799 0.0 0.0 0.0 -0.2595
N -1.951 -3.166 0.052 0.0 0.0 0.0 -0.1368
C -1.675 -4.294 -0.829 0.0 0.0 0.0 -0.2142
C -1.967 -4.014 -2.299 0.0 0.0 0.0 -0.0787
C -1.051 -2.143 0.104 0.0 0.0 0.0 -0.7131
S -1.397 -0.798 1.192 0.0 0.0 0.0 0.6522
N 0.036 -2.256 -0.600 0.0 0.0 0.0 0.0865
C 0.928 -1.222 -0.700 0.0 0.0 0.0 -0.4334
O 0.510 -0.049 -1.211 0.0 0.0 0.0 -0.3098
C 2.302 -1.393 -0.430 0.0 0.0 0.0 -0.1826
C 3.243 -0.354 -0.664 0.0 0.0 0.0 -0.0552
C 4.585 -0.538 -0.393 0.0 0.0 0.0 -0.1281
C 5.057 -1.742 0.131 0.0 0.0 0.0 -0.1270
C 4.143 -2.774 0.370 0.0 0.0 0.0 -0.1117
C 2.802 -2.615 0.099 0.0 0.0 0.0 -0.0450
H -5.251 -2.478 0.677 0.0 0.0 0.0 0.0780
H -4.567 -2.955 -0.882 0.0 0.0 0.0 0.0649
H -4.080 -1.426 -0.126 0.0 0.0 0.0 0.0456
H -3.460 -4.198 1.005 0.0 0.0 0.0 0.1115
H -3.035 -2.672 1.758 0.0 0.0 0.0 0.0691
H -2.282 -5.132 -0.479 0.0 0.0 0.0 0.1113
H -0.626 -4.567 -0.717 0.0 0.0 0.0 0.1090
H -3.014 -3.749 -2.451 0.0 0.0 0.0 0.0562
H -1.747 -4.897 -2.902 0.0 0.0 0.0 0.0721
H -1.337 -3.197 -2.649 0.0 0.0 0.0 0.0556
H 2.894 0.584 -1.077 0.0 0.0 0.0 0.0917
H 5.285 0.262 -0.608 0.0 0.0 0.0 0.0964
H 6.111 -1.882 0.331 0.0 0.0 0.0 0.0904
H 4.494 -3.718 0.770 0.0 0.0 0.0 0.0979
H 2.102 -3.419 0.283 0.0 0.0 0.0 0.1018
Br -4.414 3.869 2.002 0.0 0.0 0.0 0.7862
C -4.498 2.703 0.525 0.0 0.0 0.0 -0.6061
C -5.738 2.457 -0.088 0.0 0.0 0.0 -0.1645
C -5.843 1.614 -1.158 0.0 0.0 0.0 -0.6287
Br -7.544 1.314 -1.937 0.0 0.0 0.0 0.7673
C -4.699 0.965 -1.679 0.0 0.0 0.0 -0.1962
C -4.679 0.054 -2.761 0.0 0.0 0.0 -0.0242
C -3.501 -0.522 -3.142 0.0 0.0 0.0 -0.0339
C -2.313 -0.195 -2.465 0.0 0.0 0.0 -0.0946
N -2.307 0.658 -1.468 0.0 0.0 0.0 -0.0249
C -3.471 1.234 -1.051 0.0 0.0 0.0 -0.1538
C -3.336 2.103 0.078 0.0 0.0 0.0 -0.4090
O -2.155 2.273 0.604 0.0 0.0 0.0 -0.2576
H -6.619 2.946 0.304 0.0 0.0 0.0 0.0962
H -5.604 -0.186 -3.267 0.0 0.0 0.0 0.0844
H -3.463 -1.234 -3.954 0.0 0.0 0.0 0.1112
H -1.357 -0.635 -2.720 0.0 0.0 0.0 0.1124
C -0.384 4.990 -2.042 0.0 0.0 0.0 -0.0430
O -0.709 3.857 -1.223 0.0 0.0 0.0 -0.1099
C -0.121 2.689 -1.370 0.0 0.0 0.0 -0.3231
C 0.913 2.595 -2.445 0.0 0.0 0.0 -0.0642
H -0.615 4.791 -3.088 0.0 0.0 0.0 0.0945
H 0.666 5.258 -1.936 0.0 0.0 0.0 0.0934
H -1.010 5.796 -1.674 0.0 0.0 0.0 0.0986
H 1.736 3.286 -2.239 0.0 0.0 0.0 0.0938
H 0.486 2.878 -3.412 0.0 0.0 0.0 0.0919
H 1.295 1.581 -2.500 0.0 0.0 0.0 0.0517
N 0.777 1.488 1.251 0.1 0.2 -0.2 0.0856
C 1.802 1.356 1.770 -0.1 -0.1 0.2 -0.2016
N 2.898 1.167 2.449 0.0 0.0 -0.1 -0.0575
C 4.072 2.014 2.194 0.0 0.0 0.0 -0.1352
C 4.832 2.250 3.500 0.0 0.0 0.0 -0.1629
C 4.766 1.016 4.418 0.0 0.0 0.0 -0.1865
C 4.524 -0.251 3.606 0.0 0.0 0.0 -0.1752
C 3.143 -0.207 2.966 0.0 0.0 0.0 -0.1061
H 3.722 2.950 1.763 0.0 0.0 0.0 0.1275
H 4.703 1.519 1.452 0.0 0.0 0.0 0.1042
H 4.426 3.121 4.015 0.0 0.0 0.0 0.1084
H 5.868 2.482 3.247 0.0 0.0 0.0 0.1116
H 3.946 1.134 5.132 0.0 0.0 0.0 0.1135
H 5.682 0.935 5.003 0.0 0.0 0.0 0.1082
H 4.579 -1.141 4.234 0.0 0.0 0.0 0.1192
H 5.288 -0.366 2.833 0.0 0.0 0.0 0.1078
H 2.371 -0.414 3.710 0.0 0.0 0.0 0.1334
H 3.054 -0.928 2.153 0.0 0.0 0.0 0.0996
```
Forces are in eV/Å.